(1)
ORCA calculation (wB97M-V/def2-TZVPD) on an isolated molecule of C6H12O2.

Each line ends with the Löwdin charge.
CARTESIAN COORDINATES (ANGSTROEM)
1 O 0.321 0.469 -2.699  0.100
2 O 1.614 -1.352 -2.667  0.099
3 C -0.165 -1.246 -1.083  -0.094
4 C 0.329 -0.763 0.291  -0.169
5 C 0.580 -0.608 -2.223  -0.532
6 C -1.644 0.563 1.205  -0.084
7 C -0.224 0.608 0.648  -0.424
8 C 0.699 1.353 1.661  -0.066
9 H 1.925 -0.920 -3.484  0.131
10 H 1.733 1.097 1.425  0.066
11 H 1.413 -0.848 0.355  0.115
12 H -1.876 -0.229 1.900  0.072
13 H -0.007 -1.497 1.029  0.117
14 H -0.051 -2.324 -1.165  0.121
15 H 0.624 2.431 1.527  0.075
16 H -2.373 0.448 0.382  0.079
17 H -0.260 1.237 -0.244  0.124
18 H 0.470 0.993 2.664  0.078
19 H -1.186 -0.915 -1.195  0.117
20 H -1.920 1.506 1.674  0.076

Calculated values
* relative energy (zero: lowest compared OMol25 entry of this formula, charge and spin): 0.201 eV
* LUMO energy: 0.80 eV
* Kohn-Sham gap: 11.15 eV

=====

(2)
ORCA calculation (wB97M-V/def2-TZVPD) on C6H12O2 as an isolated structure.

Each line ends with the Löwdin charge.
CARTESIAN COORDINATES (ANGSTROEM)
1 O 2.247 -1.052 0.020  -0.097
2 O -1.757 -1.324 -0.006  -0.072
3 C -2.207 1.195 0.013  -0.008
4 C -1.103 -0.082 0.025  -0.540
5 C 1.833 1.465 -0.168  -0.003
6 C 0.073 -0.301 -0.977  -0.061
7 C -0.108 -0.137 1.027  -0.112
8 C 1.033 -0.029 0.080  -0.386
9 H 2.192 1.402 -1.282  0.105
10 H 1.283 2.378 0.311  0.087
11 H -3.084 0.828 0.742  0.105
12 H -0.027 0.862 1.654  0.161
13 H 3.047 -0.786 0.548  0.076
14 H -0.107 -1.354 -1.042  0.134
15 H -2.417 -1.169 -0.835  0.182
16 H 2.744 1.244 0.515  0.068
17 H 0.001 0.199 -1.797  0.066
18 H -1.548 2.069 0.223  0.049
19 H -0.188 -0.974 1.716  0.143
20 H -2.934 1.644 -0.862  0.102

Calculated values
* relative energy (zero: lowest compared OMol25 entry of this formula, charge and spin): 5.853 eV
* LUMO energy: 0.71 eV
* Kohn-Sham gap: 10.32 eV

=====

(3)
ORCA calculation (wB97M-V/def2-TZVPD) on a 2-piece molecular cluster, C6H12O2S2 overall.

Each line ends with the Löwdin charge.
CARTESIAN COORDINATES (ANGSTROEM)
1 S -2.087 -1.112 -1.156  0.481
2 S -1.376 -2.833 -0.297  0.492
3 O -1.286 2.031 1.749  0.071
4 O 0.946 1.748 1.594  0.079
5 C 0.518 -0.812 -2.079  -0.289
6 C 0.056 3.403 3.120  0.001
7 C 0.328 -2.293 0.013  -0.562
8 C -0.924 -1.004 -2.544  -0.565
9 C 1.084 -1.990 -1.278  -0.288
10 C -0.001 2.318 2.087  -0.574
11 H -0.412 4.325 2.735  0.094
12 H 1.080 -2.899 -1.910  0.112
13 H 1.104 3.624 3.383  0.092
14 H -1.223 1.308 1.066  0.118
15 H -1.035 -1.911 -3.169  0.080
16 H -1.262 -0.138 -3.144  0.076
17 H 0.569 0.108 -1.464  0.109
18 H 1.153 -0.656 -2.971  0.115
19 H 0.303 -1.417 0.689  0.072
20 H 2.137 -1.764 -1.020  0.116
21 H -0.478 3.092 4.034  0.094
22 H 0.805 -3.128 0.561  0.077

Calculated values
* relative energy (zero: lowest compared OMol25 entry of this formula, charge and spin): 0.000 eV
* LUMO energy: 0.70 eV
* Kohn-Sham gap: 9.23 eV

=====

(4)
ORCA calculation (wB97M-V/def2-TZVPD) on an isolated molecule of C6H12O3.

Each line ends with the Löwdin charge.
CARTESIAN COORDINATES (ANGSTROEM)
1 O -2.415 -0.731 0.232  0.008
2 O -1.187 -2.096 1.482  0.024
3 O -2.687 0.908 -1.275  0.124
4 C 1.945 0.164 -1.396  -0.088
5 C -2.738 0.530 -0.156  -0.345
6 C -1.104 -0.878 0.783  -0.391
7 C -0.039 -0.886 -0.315  -0.098
8 C 0.904 1.344 0.558  -0.077
9 C 1.214 -0.023 -0.067  -0.420
10 H 1.708 2.053 0.340  0.078
11 H -2.999 1.194 0.687  0.152
12 H -0.939 -0.064 1.504  0.140
13 H -0.498 -0.593 -1.266  0.124
14 H 2.914 0.648 -1.246  0.077
15 H 0.263 -1.933 -0.426  0.129
16 H -0.461 -2.134 2.116  0.106
17 H 0.811 1.298 1.647  0.074
18 H -0.028 1.761 0.159  0.081
19 H 1.350 0.805 -2.057  0.088
20 H 2.098 -0.791 -1.906  0.080
21 H 1.889 -0.576 0.601  0.133

Calculated values
* relative energy (zero: lowest compared OMol25 entry of this formula, charge and spin): 1.395 eV
* LUMO energy: 0.65 eV
* Kohn-Sham gap: 11.17 eV

=====

(5)
ORCA calculation (wB97M-V/def2-TZVPD) on C6H12O3RbS as an isolated structure.

Each line ends with the Löwdin charge.
CARTESIAN COORDINATES (ANGSTROEM)
1 Rb 2.517 -0.252 17.908  0.982
2 S 4.522 1.901 20.676  0.868
3 O -0.269 0.345 18.826  -0.023
4 O -2.016 1.785 18.843  0.065
5 O 4.372 0.536 20.017  -0.707
6 C -3.470 0.666 20.190  -0.164
7 C -3.177 1.998 19.508  -0.189
8 C 5.282 1.542 22.360  -0.222
9 C -2.202 -0.059 20.282  -0.072
10 C 6.093 2.594 20.034  -0.259
11 C -1.354 0.705 19.275  -0.424
12 H 4.708 0.880 23.008  0.055
13 H 6.286 1.138 22.232  0.055
14 H -3.964 0.856 21.143  0.129
15 H 5.320 2.463 22.941  0.053
16 H -1.794 0.178 21.264  0.139
17 H 6.566 3.441 20.529  0.068
18 H -4.168 0.179 19.509  0.127
19 H 6.004 2.818 18.971  0.048
20 H -4.009 2.283 18.864  0.137
21 H -2.230 -1.138 20.125  0.140
22 H 6.827 1.788 19.998  0.057
23 H -3.024 2.848 20.173  0.134

Calculated values
* relative energy (zero: lowest compared OMol25 entry of this formula, charge and spin): 0.770 eV
* LUMO energy: -2.94 eV
* net charge: +1
* Kohn-Sham gap: 9.63 eV

=====

(6)
ORCA calculation (wB97M-V/def2-TZVPD) on C6H12O5S as an isolated structure.

Each line ends with the Löwdin charge.
CARTESIAN COORDINATES (ANGSTROEM)
1 S 2.330 -2.368 0.112  0.640
2 O -0.024 -1.269 -0.341  -0.187
3 O 2.738 1.018 0.302  -0.069
4 O -1.721 0.938 1.175  -0.094
5 O 0.995 2.206 -0.879  -0.059
6 O -2.433 -1.779 0.562  -0.135
7 C 0.569 1.408 0.208  -0.330
8 C 1.583 0.326 0.540  -0.441
9 C -0.977 -0.267 -0.881  -0.151
10 C -0.856 1.026 -0.014  -0.254
11 C -2.310 -1.180 -0.713  -0.192
12 C 1.325 -0.825 -0.351  -0.634
13 H -0.841 -0.181 -1.942  0.147
14 H 3.547 0.442 0.777  0.211
15 H -1.687 -1.350 1.278  0.191
16 H 1.936 2.729 -0.758  0.200
17 H -1.216 1.867 -0.680  0.170
18 H 1.031 -3.283 0.866  0.081
19 H 1.427 0.026 1.698  0.202
20 H -2.131 -2.177 -1.287  0.154
21 H -2.995 -0.534 -1.114  0.076
22 H 1.841 -0.533 -1.206  0.091
23 H 0.323 2.107 1.153  0.192
24 H -2.454 1.656 1.495  0.193

Calculated values
* relative energy (zero: lowest compared OMol25 entry of this formula, charge and spin): 5.424 eV
* LUMO energy: 0.13 eV
* Kohn-Sham gap: 9.29 eV

=====

(7)
ORCA calculation (wB97M-V/def2-TZVPD) on an isolated molecule of C6H12OS.

Each line ends with the Löwdin charge.
CARTESIAN COORDINATES (ANGSTROEM)
1 S 0.887 -1.523 -0.069  0.895
2 O 3.182 -0.239 0.199  -0.243
3 C 2.644 0.940 0.817  -0.093
4 C -0.374 -0.338 -0.529  -0.413
5 C 2.367 -0.700 -0.813  -0.517
6 C -2.321 -1.210 0.815  -0.063
7 C -2.378 0.996 -0.468  -0.071
8 C -1.616 -0.235 -0.087  -0.434
9 H -1.601 1.567 -1.018  0.075
10 H -3.200 0.841 -1.147  0.076
11 H 1.728 0.672 1.382  0.080
12 H 0.129 0.349 -1.263  0.071
13 H -1.708 -2.061 1.051  0.053
14 H -2.617 -0.720 1.755  0.089
15 H 1.925 0.035 -1.543  0.083
16 H 3.394 1.366 1.485  0.091
17 H -2.553 1.611 0.412  0.083
18 H 2.431 1.630 0.023  0.077
19 H -3.252 -1.544 0.404  0.072
20 H 2.933 -1.437 -1.406  0.091

Calculated values
* relative energy (zero: lowest compared OMol25 entry of this formula, charge and spin): 1.563 eV
* LUMO energy: 0.95 eV
* Kohn-Sham gap: 9.01 eV

=====

(8)
ORCA calculation (wB97M-V/def2-TZVPD) on an isolated molecule of C6H12OS.

Each line ends with the Löwdin charge.
CARTESIAN COORDINATES (ANGSTROEM)
1 S -2.133 0.498 -0.318  0.832
2 O 2.726 -1.160 -0.519  -0.082
3 C -0.768 -0.601 -0.241  -0.396
4 C 1.488 -1.187 0.342  -0.186
5 C 0.437 -0.147 0.110  -0.362
6 C 1.429 2.042 -0.422  -0.112
7 C -3.371 -0.732 -0.035  -0.456
8 C 0.633 1.284 0.627  -0.261
9 H -0.808 -1.726 -0.396  0.116
10 H 1.346 -2.226 0.350  0.087
11 H -4.435 -0.258 0.072  0.074
12 H 1.863 2.995 -0.176  0.058
13 H -0.427 1.712 0.852  0.066
14 H 1.791 -1.205 1.464  0.148
15 H 0.792 2.083 -1.341  0.087
16 H -3.169 -1.191 0.997  0.059
17 H 2.441 -1.406 -1.368  0.041
18 H 1.065 1.233 1.796  0.166
19 H 2.232 1.353 -0.855  0.086
20 H -3.131 -1.358 -0.937  0.034

Calculated values
* relative energy (zero: lowest compared OMol25 entry of this formula, charge and spin): 2.838 eV
* LUMO energy: 0.75 eV
* Kohn-Sham gap: 8.99 eV

=====

(9)
ORCA calculation (wB97M-V/def2-TZVPD) on an isolated molecule of C6H12OSSi.

Each line ends with the Löwdin charge.
CARTESIAN COORDINATES (ANGSTROEM)
1 S -3.590 -0.107 0.119  0.469
2 Si -1.892 1.046 -0.447  0.169
3 O -0.643 0.328 0.239  -0.332
4 C 1.559 -0.950 0.202  -0.138
5 C -0.034 0.207 1.535  -0.203
6 C -1.606 0.621 -2.243  -0.271
7 C 2.529 -0.036 0.199  0.006
8 C 0.763 -1.143 1.535  -0.117
9 C -0.419 0.263 -2.744  -0.045
10 H 2.981 0.308 -0.619  0.013
11 H -3.081 -1.194 -0.429  -0.200
12 H 1.137 -1.383 -0.731  0.106
13 H -0.763 0.286 2.309  0.105
14 H 1.422 -1.164 2.432  0.123
15 H 0.622 1.016 1.629  0.093
16 H -0.438 -0.144 -3.780  0.072
17 H -2.575 0.570 -2.787  0.055
18 H -1.894 2.325 0.054  -0.033
19 H 0.190 -1.992 1.537  0.066
20 H 0.439 0.430 -2.134  0.029
21 H 2.873 0.411 1.038  0.032

Calculated values
* relative energy (zero: lowest compared OMol25 entry of this formula, charge and spin): 1.625 eV
* LUMO energy: 0.82 eV
* Kohn-Sham gap: 10.23 eV

=====

(10)
ORCA calculation (wB97M-V/def2-TZVPD) on an isolated molecule of C6H12S.

Each line ends with the Löwdin charge.
CARTESIAN COORDINATES (ANGSTROEM)
1 S 0.669 0.387 -0.092  0.904
2 C -1.751 0.490 0.663  -0.363
3 C -0.595 -0.650 -1.180  -0.209
4 C -1.922 -0.129 -0.660  -0.336
5 C 1.829 -0.919 1.056  -0.107
6 C -0.512 1.304 0.642  -0.351
7 C 1.833 1.436 -0.682  -0.328
8 H -0.610 -1.654 -0.687  0.094
9 H -1.693 -0.361 1.427  0.117
10 H -0.549 -0.550 -2.255  0.087
11 H -2.539 -1.025 -0.459  0.105
12 H 2.671 -1.481 0.617  0.043
13 H 2.155 -0.271 1.852  0.028
14 H 2.785 1.136 -0.885  -0.060
15 H 1.477 2.237 -1.428  0.041
16 H -2.537 0.546 -1.432  0.156
17 H -0.260 1.638 1.578  0.035
18 H -2.784 0.952 0.968  0.145
19 H 1.303 -1.731 1.468  0.000

Calculated values
* relative energy (zero: lowest compared OMol25 entry of this formula, charge and spin): 6.529 eV
* LUMO energy: 0.66 eV
* Kohn-Sham gap: 8.12 eV

=====

Strongest force on any atom, record by record: 0.0294, 0.1542, 0.0255, 0.0206, 0.0735, 0.1316, 0.0458, 0.0691, 0.0808, 0.0692 Eh/bohr